# 1
C20H38N2O as an isolated structure in a non-equilibrium geometry, computed with ωB97M-V/def2-TZVPD.

```
61
Properties=species:S:1:pos:R:3:forces:R:3
C 3.38821 2.61988 1.01174 -0.8 -0.7 0.4
C 3.95139 1.23925 0.51336 -0.6 1.8 2.0
C 3.25556 0.51657 -0.29047 -3.0 -4.3 -1.6
C 1.76182 0.75576 -0.75837 -0.3 -4.6 1.8
H 1.39243 -0.09279 -1.64083 1.0 2.7 2.9
H 1.65574 1.69286 -1.13641 -0.4 2.7 -1.3
C 0.59205 0.60909 0.57927 -2.2 13.2 -11.5
N -0.65817 0.41250 -0.21287 -0.3 -2.5 5.6
C -1.31020 1.49777 -0.92881 -4.0 -4.8 6.3
C -2.52827 0.92037 -1.45488 -3.4 5.1 -2.9
N -3.57147 0.66311 -0.44944 6.1 -6.4 -6.0
C -2.96427 -0.44449 0.26096 0.0 -2.7 5.8
C -2.59958 -2.00939 -0.55893 0.4 6.2 1.6
H -1.61018 -1.69578 -0.86009 0.1 -0.8 -0.8
C -2.73987 -3.10323 0.28561 -0.7 -0.9 7.5
O -4.13216 -3.47378 0.82933 10.7 -14.0 -5.8
H -4.50241 -2.80900 1.01957 -8.2 15.0 4.3
H -2.35050 -3.99885 -0.03852 0.6 -2.0 -1.0
H -2.05707 -2.84812 1.28351 -1.6 -0.8 -2.1
H -3.39844 -1.84139 -1.12170 -2.8 -0.2 -4.0
C -1.58201 -0.04098 0.87228 -1.3 2.4 1.7
H -1.85953 0.88047 1.83199 0.9 -1.9 -3.0
H -1.06815 -0.73550 1.57470 -0.7 -0.2 -1.0
H -3.59562 -0.71560 1.37193 1.4 0.7 -3.5
C -4.30721 1.59673 0.06185 -1.3 -4.4 11.5
H -3.72219 1.69532 1.24840 -1.7 1.0 -2.2
C -5.64856 0.59228 0.61648 0.7 9.5 2.8
H -6.25826 1.63671 1.12499 1.1 -3.4 -1.0
H -5.62616 -0.15045 1.34103 0.7 -1.2 1.0
H -6.11379 0.45633 -0.23866 -2.5 -1.5 -4.0
C -4.55528 2.85070 -0.47999 -1.2 -1.2 -5.2
H -5.08034 2.52827 -1.51230 1.1 1.6 1.6
H -3.62050 3.34359 -0.57193 0.4 1.1 -0.4
H -5.25390 3.22490 0.15252 -1.9 2.1 1.5
H -2.35886 0.06727 -2.10724 -0.2 0.2 -0.1
H -2.98872 1.94800 -2.00983 1.0 -3.2 0.3
H -1.42252 2.35263 -0.35264 -1.3 1.7 2.3
H -0.58668 1.80617 -1.36792 8.0 3.5 -7.9
H 0.96052 -0.00297 1.13010 3.3 -7.8 6.8
H 0.55077 1.81745 1.06254 0.3 -3.6 -0.9
C 3.69208 -1.01310 -0.54666 0.1 2.9 -2.7
C 2.60036 -1.97010 0.14127 1.6 -0.8 -14.4
H 1.59901 -1.95852 -0.34623 0.5 0.9 1.1
H 2.75779 -2.17255 1.01437 1.1 -1.9 10.0
H 2.96625 -2.95552 -0.52426 -0.9 1.6 2.1
C 5.23377 -1.20870 -0.30306 -1.1 0.9 1.2
C 5.44191 -0.72345 1.14760 -0.3 2.7 -4.1
C 5.27266 0.74329 1.13413 -1.7 6.7 -0.4
H 5.95491 1.46417 0.40146 -0.5 -2.2 2.3
H 5.07755 1.35693 2.16029 1.6 -1.9 -1.7
H 6.41052 -0.79964 1.35240 3.9 -1.5 1.9
H 4.71143 -1.03598 1.77622 -1.7 -1.9 2.2
H 5.91288 -0.55475 -1.09374 -1.8 -2.0 2.0
H 5.38457 -2.29135 -0.25297 0.6 0.1 -0.8
C 3.67946 -1.12170 -2.12340 -5.2 5.9 1.5
H 2.58873 -1.05545 -2.40117 0.9 -0.8 -0.1
H 3.99333 -0.24107 -2.77073 0.5 -0.7 1.5
H 4.03516 -1.93017 -2.50021 2.5 -5.5 -2.2
H 2.63353 3.13115 0.26277 1.0 -1.4 1.9
H 3.04089 2.57539 2.21476 0.8 0.3 -3.5
H 4.25556 3.22271 0.88087 0.7 1.2 0.7
```
Forces are in eV/Å.

## Properties
**Strongest force on any atom**: 18.56 eV/A
**Kohn-Sham gap**: 8.119 eV
**ΔE to the lowest compared entry with this formula, charge and spin**: 1982.4 kJ/mol

natural (NBO) atomic charge list, values in e, 5 entries: number 1, C, carries -0.6517; number 2, C, carries -0.0153; number 3, C, carries -0.0307; number 4, C, carries -0.4179; number 5, H, carries 0.2094

=====

# 2
C20H39As3O4SSn as an isolated structure, computed with ωB97M-V/def2-TZVPD.

```
68
Properties=species:S:1:pos:R:3:forces:R:3
Sn 0.01826 1.80200 2.07398 -0.4 0.0 0.2
C -1.52804 1.84443 5.79602 -0.1 0.0 -0.1
C -1.98947 2.24739 4.41881 0.0 -0.1 0.0
C -1.97124 3.57707 4.01029 0.0 0.0 0.0
C -2.44366 3.96813 2.75362 0.1 0.0 -0.1
C -2.43337 5.41857 2.34623 0.0 -0.1 0.0
C -2.93090 2.98305 1.88857 0.0 0.0 0.0
C -2.98016 1.63381 2.26368 0.0 0.0 0.0
C -3.62824 0.59952 1.37138 0.0 0.1 0.1
C -2.48407 1.27687 3.52474 0.1 0.1 0.1
H -0.58794 1.29765 5.75020 0.1 -0.1 0.0
H -2.25787 1.18850 6.27074 0.0 0.0 0.0
H -1.37927 2.71215 6.43366 0.0 0.0 0.0
H -1.61915 4.33583 4.70110 0.0 0.0 0.0
H -1.46274 5.69922 1.92899 0.0 0.0 0.0
H -2.61324 6.06567 3.20368 0.0 0.0 0.0
H -3.19247 5.62463 1.59239 0.0 0.0 0.0
H -3.36352 3.28113 0.93926 0.0 0.0 0.0
H -2.91610 0.18728 0.65687 0.1 -0.1 -0.1
H -4.44979 1.03378 0.80247 0.0 0.0 0.0
H -4.01983 -0.23237 1.95578 0.0 0.0 0.0
H -2.61858 0.26099 3.87987 0.1 -0.1 -0.1
C 3.29844 -3.35299 -0.13422 0.0 0.1 0.0
As 1.65519 -2.60735 0.45442 0.0 0.1 -0.2
C 1.16477 -3.49153 2.07506 0.1 0.3 0.1
C 0.09946 -2.66617 -0.65916 0.1 0.2 -0.2
C 0.08228 -1.88745 -2.00238 0.1 0.1 -0.1
C -0.74906 -2.74919 -2.97055 0.0 0.0 0.0
C -0.67342 -0.54700 -1.89382 0.0 -0.2 0.3
As -0.19894 0.96906 -0.73352 0.3 0.2 -0.1
C -1.42415 2.22776 -1.56087 0.0 0.0 0.1
C 1.45849 1.66348 -1.48619 0.0 -0.1 0.2
C 1.50548 -1.70019 -2.56823 -0.2 0.0 0.2
As 1.63182 -0.81654 -4.34963 0.0 0.0 -0.1
C 1.73604 -2.41451 -5.46561 0.0 0.0 0.0
C 3.55526 -0.48947 -4.22533 0.0 0.0 0.0
H 3.11070 -4.35276 -0.51736 0.0 -0.1 0.0
H 3.93791 -3.39696 0.74425 0.1 0.0 0.0
H 3.73924 -2.72364 -0.89864 0.0 0.0 -0.1
H 0.92393 -4.50793 1.76506 0.0 -0.1 0.0
H 0.29985 -3.01297 2.52237 -0.1 0.0 0.0
H 2.00080 -3.48847 2.76692 0.0 0.0 0.0
H -0.70393 -2.35195 0.01008 -0.1 0.0 0.0
H -0.02577 -3.73732 -0.82870 -0.1 -0.1 -0.1
H -1.72226 -3.00227 -2.54191 0.0 0.0 0.0
H -0.22380 -3.67819 -3.20719 0.0 0.0 0.0
H -0.92765 -2.21422 -3.90486 0.0 0.0 0.0
H -1.72081 -0.73241 -1.64956 -0.1 -0.1 0.0
H -0.65019 -0.06731 -2.87096 -0.1 0.0 -0.1
H -1.14628 2.32114 -2.60796 0.0 0.0 -0.1
H -1.33499 3.19946 -1.08179 0.0 0.1 0.0
H -2.45179 1.87985 -1.48382 0.0 0.0 0.0
H 1.45756 1.49282 -2.56037 0.0 0.0 -0.1
H 2.33276 1.20387 -1.02962 0.0 0.0 0.0
H 1.48560 2.73430 -1.29905 0.0 0.1 0.0
H 1.99840 -2.67301 -2.64980 0.0 0.0 0.0
H 2.10302 -1.07191 -1.90081 0.0 0.0 0.0
H 0.75030 -2.84318 -5.63351 0.0 0.0 0.0
H 2.39368 -3.16124 -5.01990 0.0 0.0 0.0
H 2.14457 -2.11876 -6.43115 0.0 0.0 0.0
H 3.76440 0.27763 -3.47905 0.0 0.0 0.0
H 3.91369 -0.13148 -5.18902 0.0 0.0 0.0
H 4.09084 -1.40536 -3.97090 0.0 0.0 0.0
O 0.67768 -0.36533 2.57238 0.1 0.3 -0.1
S 2.09404 -0.25506 2.09182 0.0 -0.3 0.2
O 3.03987 -1.07745 2.76519 -0.3 0.3 -0.1
O 1.99346 -0.84921 0.57613 -0.1 -0.3 0.6
O 2.36490 1.16614 1.89942 0.0 -0.3 -0.3
```
Forces are in eV/Å.

## Properties
**Strongest force on any atom**: 0.62 eV/A
**Kohn-Sham gap**: 7.513 eV
**ΔE to the lowest compared entry with this formula, charge and spin**: 5.3 kJ/mol
**Total charge**: +2

natural (NBO) atomic charge list, values in e, 5 entries: number 1, Sn, carries 1.4178; number 2, C, carries -0.6447; number 3, C, carries -0.0018; number 4, C, carries -0.1928; number 5, C, carries 0.0342

=====

# 3
C20H39As3O4SSn as an isolated structure in a non-equilibrium geometry, computed with ωB97M-V/def2-TZVPD.

```
68
Properties=species:S:1:pos:R:3:forces:R:3
Sn -1.05915 -2.48512 0.59508 0.2 -0.5 0.1
C -1.14152 -4.84789 3.73872 0.1 0.0 -0.1
C -0.25989 -4.60735 2.54506 -0.1 -0.1 0.1
C -0.36397 -5.39515 1.40028 0.2 0.0 0.1
C 0.46022 -5.18452 0.29073 0.0 -0.1 0.0
C 0.34030 -6.05803 -0.92505 0.0 0.0 0.0
C 1.39360 -4.14709 0.33786 0.1 -0.1 0.1
C 1.54051 -3.34796 1.47783 0.1 0.1 0.0
C 2.59340 -2.27259 1.53264 -0.1 0.0 0.0
C 0.69683 -3.57821 2.57050 -0.1 0.0 -0.1
H -1.87298 -4.04209 3.83191 0.0 0.0 0.1
H -0.55291 -4.86598 4.65539 0.0 0.0 0.0
H -1.67814 -5.78955 3.65271 0.0 0.0 0.0
H -1.05892 -6.22675 1.39067 -0.1 0.1 0.0
H -0.44211 -5.68156 -1.58846 0.0 0.0 0.0
H 0.07121 -7.07635 -0.65059 0.0 0.0 0.0
H 1.27271 -6.08327 -1.48631 0.0 0.0 0.0
H 2.08553 -4.01727 -0.48706 -0.1 0.0 0.0
H 2.20461 -1.34629 1.09693 0.1 0.0 0.0
H 3.48112 -2.56075 0.97205 0.0 0.0 0.0
H 2.88657 -2.06231 2.55953 0.0 0.0 0.0
H 0.85133 -3.02815 3.49246 -0.1 0.1 -0.1
C -2.61501 3.73434 0.96450 0.1 -0.3 0.0
As -1.42104 2.29386 1.41608 0.7 1.3 0.2
C -1.55102 2.05192 3.31854 -0.2 -0.3 -0.1
C 0.49372 2.42353 1.08655 -0.3 0.0 -0.3
C 1.00909 2.49972 -0.37627 -0.2 0.0 -0.1
C 2.25062 3.40628 -0.34878 0.0 0.0 0.0
C 1.50218 1.13296 -0.88517 -0.3 -0.2 0.4
As 0.39284 -0.53765 -0.97202 0.6 0.5 -1.0
C 1.74560 -1.52512 -2.00866 -0.2 -0.1 0.3
C -0.83472 -0.24907 -2.47109 -0.1 0.0 0.2
C -0.05258 3.11069 -1.30864 0.2 -0.1 0.1
As 0.51059 3.35884 -3.21643 -0.1 0.2 0.1
C 1.05493 5.24039 -3.12021 0.0 0.0 0.0
C -1.30679 3.69013 -3.87363 0.0 0.0 0.0
H -2.19983 4.67646 1.31878 0.1 0.0 0.0
H -3.54725 3.51726 1.48589 0.0 0.0 0.0
H -2.78666 3.77234 -0.10725 0.1 0.0 0.0
H -1.11150 2.94183 3.77149 0.0 0.1 -0.1
H -1.00642 1.16553 3.62736 0.1 0.0 0.0
H -2.59473 1.96028 3.60258 0.0 0.0 0.0
H 0.91613 1.56582 1.61841 0.0 0.0 0.1
H 0.77942 3.32274 1.63934 0.0 0.0 0.0
H 2.96802 3.06873 0.40129 0.0 0.0 0.0
H 1.96813 4.43517 -0.11878 0.0 0.0 0.0
H 2.74688 3.39757 -1.32010 0.0 0.0 0.0
H 2.37032 0.82401 -0.29585 0.0 0.0 0.0
H 1.83435 1.25326 -1.91703 0.0 -0.1 0.0
H 1.90771 -1.01177 -2.95445 0.0 0.1 0.0
H 1.37631 -2.52999 -2.21334 0.0 0.0 0.0
H 2.68971 -1.59627 -1.47141 0.0 0.0 0.0
H -0.38007 0.41631 -3.20337 0.1 0.0 0.0
H -1.78358 0.15932 -2.13240 0.0 0.0 0.0
H -1.01997 -1.21649 -2.93792 0.0 0.0 0.0
H -0.35637 4.08545 -0.91310 0.0 0.0 -0.1
H -0.93091 2.45828 -1.33492 -0.1 0.0 -0.1
H 2.05739 5.34883 -2.71100 0.0 0.0 0.0
H 0.35244 5.82483 -2.52563 0.0 0.0 0.0
H 1.06576 5.64019 -4.13375 0.0 0.0 0.0
H -1.90389 2.77885 -3.83708 0.0 0.0 0.0
H -1.25920 4.01843 -4.91060 0.0 0.0 0.0
H -1.79482 4.46914 -3.28690 0.0 0.0 0.0
O -1.60054 -0.74304 2.02166 0.1 -0.4 0.1
S -2.70092 -0.18580 1.18678 -0.1 -0.3 0.2
O -3.72462 0.48414 1.89640 -0.3 -0.1 0.1
O -1.92837 0.95684 0.36266 -0.1 0.2 0.2
O -3.02970 -1.18485 0.18463 -0.1 0.2 -0.3
```
Forces are in eV/Å.

## Properties
**Strongest force on any atom**: 1.47 eV/A
**Kohn-Sham gap**: 7.557 eV
**ΔE to the lowest compared entry with this formula, charge and spin**: 19.4 kJ/mol
**Total charge**: +2

natural (NBO) atomic charge list, values in e, 5 entries: number 1, Sn, carries 1.3986; number 2, C, carries -0.6467; number 3, C, carries 0.0317; number 4, C, carries -0.2495; number 5, C, carries 0.0471

=====

Quick rundown of HOMO energy, same order as above: -7.45; -13.72; -13.70 eV